The ion C3H5N2O with charge +1 at a distorted geometry, computed with the ωB97M-V functional and the def2-TZVPD basis.

The value obtained for the total energy is -8208.413 eV. For the relative energy (zero: lowest compared OMol25 entry of this formula, charge and spin), the calculation gives 461.25 kJ/mol. Its total charge is +1. Its SMILES is [NH2+]=NCC=C=O. For the HOMO energy (spin up / spin down), the calculation gives -0.502 / -0.502 Ha.

XYZ file:
```
11
Properties=species:S:1:pos:R:3:nbo_charge:R:1
N 0.6350 -0.1364 1.9721 -0.33
N 0.8589 0.0142 0.7801 0.12
C -0.2162 -0.3349 -0.0866 -0.25
C -0.6897 0.2905 -1.4438 -0.58
C -0.1588 1.3095 -2.0648 0.76
O 0.3858 2.0909 -2.7190 -0.35
H 1.5378 -0.3304 2.5852 0.44
H -0.1711 -0.5998 2.3843 0.40
H -1.0971 -0.5177 0.5927 0.20
H 0.2426 -1.3652 -0.0613 0.30
H -1.3274 -0.4206 -1.9388 0.30
```

A cluster of 2 separate species, C3H5N2O2 in total at a distorted geometry, computed with the ωB97M-V functional and the def2-TZVPD basis.

The value obtained for the total energy is -10254.210 eV. For the relative energy (zero: lowest compared OMol25 entry of this formula, charge and spin), the calculation gives 527.48 kJ/mol. Its total charge is +1. For the HOMO energy (spin up / spin down), the calculation gives -0.550 / -0.550 Ha.

XYZ file:
```
12
Properties=species:S:1:pos:R:3:nbo_charge:R:1
C -0.9979 1.8996 -1.4243 0.43
C -0.3101 -1.2223 1.0039 0.58
C 0.8362 0.4298 -0.5098 0.54
N -1.6106 2.1725 -0.4544 -0.31
N 0.0288 -0.5042 -0.2807 -0.68
O -1.1593 -0.8525 1.6947 -0.41
O 1.3120 1.0173 0.4298 -0.53
H -1.2377 1.8339 -2.4786 0.30
H 0.3371 -2.1198 1.0485 0.16
H 0.5995 0.9381 -1.4830 0.10
H -0.3578 -0.9694 -1.1161 0.40
H -1.3379 2.4427 0.2959 0.40
```

A structure of composition C3H5N2O3 at a distorted geometry, computed with the ωB97M-V functional and the def2-TZVPD basis.

The value obtained for the total energy is -12314.329 eV. For the relative energy (zero: lowest compared OMol25 entry of this formula, charge and spin), the calculation gives 325.67 kJ/mol. Its total charge is -1. For the HOMO energy, the calculation gives -0.150 Ha.

XYZ file:
```
13
Properties=species:S:1:pos:R:3:nbo_charge:R:1
O -0.4422 -1.1912 -3.5528 -0.55
C -0.6659 -0.2766 -2.8355 0.58
N -1.1248 0.7175 -2.2997 -0.48
C 0.6776 0.4790 0.1606 -0.44
N -0.3533 0.0130 1.0734 -0.73
C 0.1452 -0.5754 2.3090 0.85
O -0.5265 -0.3348 3.3366 -0.81
O 1.1813 -1.2491 2.2023 -0.80
H 0.3150 1.2283 -0.5370 0.18
H -0.6149 -0.2019 -1.5678 0.43
H 1.3693 1.0675 0.7715 0.19
H 1.1216 -0.3382 -0.4057 0.18
H -1.0824 0.6618 1.3450 0.37
```